Entry 1:
Below is a structure of composition C20H38BrCuGeN4Si in a non-equilibrium geometry, with properties calculated with wB97M-V/def2-TZVPD.

Structure (XYZ):
```
66
Properties=species:S:1:pos:R:3:forces:R:3
Cu -0.700800 0.742600 0.772400 0.0 -0.4 -0.1
C 0.075500 -2.335200 5.260300 -0.1 0.2 -0.6
Ge -0.077500 -2.018400 3.222900 -0.1 -0.1 0.4
C 1.516000 -3.145500 2.683800 -0.2 0.5 0.0
C -1.584100 -3.234000 2.700500 0.3 0.3 0.1
C -0.254400 -0.169200 2.604700 0.5 -0.8 0.6
H 0.159600 -3.396100 5.486600 0.0 -0.3 0.0
H -0.785100 -1.945700 5.800300 -0.2 0.1 0.0
H 0.963400 -1.842100 5.653600 0.1 0.1 0.0
H 1.396100 -4.151800 3.082500 -0.1 -0.1 0.1
H 2.453200 -2.748900 3.072800 0.1 0.1 0.1
H 1.605700 -3.228600 1.604500 0.0 0.0 -0.2
H -1.402100 -4.264500 3.003900 0.1 -0.1 0.1
H -1.691800 -3.209800 1.622400 0.0 0.0 -0.3
H -2.528200 -2.911800 3.128900 -0.2 0.1 0.1
H 0.617300 0.358000 3.022100 0.1 0.0 0.1
H -1.114900 0.203400 3.181800 -0.1 0.0 0.0
Br 0.158600 7.336000 -0.579600 0.0 -0.8 0.1
C 0.040600 5.394700 -0.194000 0.1 0.9 -0.1
C 0.051600 4.494900 -1.234800 0.1 0.2 -0.4
C -0.059700 3.144000 -0.941800 0.0 -0.1 0.1
C -0.202300 2.619600 0.357300 0.1 -0.1 0.1
C -0.179500 3.611600 1.357200 0.0 -0.1 0.0
C -0.063900 4.972900 1.111400 0.0 0.3 0.2
H 0.129200 4.829800 -2.262000 0.0 0.1 0.0
H -0.062900 2.465300 -1.785200 0.0 -0.2 -0.2
H -0.274300 3.316000 2.398200 0.0 -0.1 0.1
H -0.069500 5.678800 1.933500 0.0 0.1 0.0
C 2.828600 0.231800 1.139500 -0.1 0.1 0.3
N 4.299400 0.146500 1.218500 0.1 0.0 0.2
C 4.852000 1.265200 0.467000 0.2 0.1 0.0
N 4.427900 1.273100 -0.932000 0.0 0.2 -0.1
C 2.951700 1.329500 -0.938700 0.0 0.2 -0.1
N 2.376600 0.208500 -0.234900 -0.4 -0.1 -0.1
C 2.804200 -1.026100 -0.847300 0.0 -0.2 -0.1
N 4.274800 -1.157000 -0.834300 0.0 -0.2 -0.1
C 4.711100 -1.085600 0.560600 0.2 -0.2 0.1
C 4.820800 0.002400 -1.532400 0.2 0.0 -0.2
H 2.496900 1.159900 1.609600 -0.1 -0.1 0.0
H 2.382100 -0.605200 1.675200 0.0 0.0 0.0
H 5.949600 1.206200 0.502700 -0.1 0.0 0.0
H 4.525400 2.199700 0.932700 0.1 0.0 0.0
H 2.608300 1.330300 -1.977100 0.0 0.0 0.0
H 2.623600 2.252200 -0.455800 0.0 0.0 -0.1
H 2.457000 -1.062900 -1.885200 0.0 0.0 0.1
H 2.370700 -1.867700 -0.302000 0.0 0.0 0.0
H 5.808800 -1.150800 0.583400 -0.1 0.0 0.0
H 4.294400 -1.936100 1.108800 0.0 0.0 0.0
H 4.466700 -0.016500 -2.569200 0.1 0.0 0.1
H 5.917600 -0.071400 -1.530400 -0.1 0.0 0.0
C -1.310300 -2.845300 -1.543500 -0.2 0.4 0.1
Si -2.247100 -1.181000 -1.732800 -0.1 0.1 0.1
C -1.352800 -0.299600 -3.185100 -0.2 -0.2 0.4
C -3.935700 -1.745200 -2.536200 0.4 0.2 0.3
C -2.333000 -0.173600 -0.182000 -0.3 -0.6 -1.0
H -1.013400 -3.280600 -2.497100 0.0 0.0 -0.2
H -1.916400 -3.582000 -1.022300 -0.1 -0.1 0.2
H -0.413200 -2.684300 -0.954100 0.2 0.0 0.2
H -1.320000 -0.890000 -4.100700 -0.1 -0.2 -0.1
H -0.331300 -0.077200 -2.893700 0.3 0.1 0.1
H -1.836300 0.644300 -3.417900 -0.1 0.3 0.0
H -3.823300 -2.369200 -3.421200 0.2 -0.1 -0.2
H -4.530700 -0.879300 -2.820200 -0.1 0.2 0.0
H -4.518900 -2.310400 -1.811300 -0.1 -0.1 0.2
H -2.851300 -0.761800 0.587800 0.1 -0.1 0.1
H -2.978100 0.696000 -0.374300 0.0 0.1 -0.1
```
Positions in Å, forces in eV/Å.

Values from the calculation:
Kohn-Sham gap = 3.918 eV
Lowest unoccupied orbital energy = 4.250 eV
DFT total energy = -7584.7131 Ha
Energy above the lowest of the compared OMol25 structures with the same formula, charge and spin = 7.8 kcal per mole
Charge = -2
F_max = 1.18 eV Å⁻¹

Atom charges from the Mulliken analysis, given in e for atoms 1 to 6: -1.333 -1.434 0.560 -1.438 -0.992 -1.033


Entry 2:
Below is a cluster of 2 separate species, C5H6 in total in a non-equilibrium geometry, with properties calculated with wB97M-V/def2-TZVPD.

Structure (XYZ):
```
11
Properties=species:S:1:pos:R:3:forces:R:3
C -2.814805 -0.570859 -0.517090 0.8 -1.4 -3.6
C -3.290975 -0.046318 0.411225 -1.1 2.2 3.5
C 1.719770 0.126523 -0.963704 -1.7 -0.3 0.5
C 1.722855 -0.359133 0.472447 2.4 0.3 -1.7
C 0.625175 -0.807978 -0.289589 -0.4 0.0 -2.1
H -2.601971 -0.906014 -1.512601 0.3 -0.2 0.5
H 1.374400 1.127402 -1.239307 -0.1 -0.2 0.7
H 2.313828 -0.228549 -1.772255 0.3 -0.9 -0.2
H 2.508775 -1.065456 0.712833 -0.2 0.0 0.7
H 1.546025 0.482410 1.044819 -0.3 1.1 2.1
H -3.576063 0.552751 1.261883 0.0 -0.6 -0.4
```
Positions in Å, forces in eV/Å.

Values from the calculation:
Kohn-Sham gap = 8.469 eV
Lowest unoccupied orbital energy = -0.374 eV
DFT total energy = -193.8372 Ha
Energy above the lowest of the compared OMol25 structures with the same formula, charge and spin = 152.7 kcal per mole
F_max = 4.29 eV Å⁻¹

Atom charges from the Mulliken analysis, given in e for atoms 1 to 6: -0.480 -0.222 -0.602 -0.388 0.048 0.337


Entry 3:
Below is a cluster of 9 separate species, C52H113F9N5O12 in total in a non-equilibrium geometry, with properties calculated with wB97M-V/def2-TZVPD.

Structure (XYZ):
```
191
Properties=species:S:1:pos:R:3:forces:R:3
C 0.534846 0.213712 1.234037 1.0 0.5 0.3
C -0.306682 -0.955261 0.672970 0.3 2.1 -1.4
O -0.036702 -1.337580 -0.482099 0.5 -0.3 -0.5
O -1.272782 -1.287658 1.347245 -2.2 -1.1 1.8
H 1.382279 -0.218061 1.766508 0.3 0.1 -0.1
H 0.119091 0.934516 1.938102 -0.9 -0.6 0.5
H 0.903852 0.935579 0.505453 0.4 -0.7 -0.7
C 6.386345 -0.791812 -2.597570 0.2 0.0 -1.5
C 5.537632 -1.943001 -3.259574 -1.1 1.4 0.3
C 4.782467 -1.570758 -4.598616 -0.1 1.3 0.6
C 3.349220 -1.031286 -4.421732 -0.2 -1.2 -0.6
N 2.677845 -0.528714 -5.733179 0.4 2.5 0.2
C 3.417665 0.727632 -6.389086 1.2 -2.0 0.4
C 2.396806 1.658681 -6.999762 -0.7 -1.9 0.2
C 1.327708 1.589955 -5.846509 1.2 0.8 0.1
C 1.331356 0.175646 -5.314194 0.7 -2.2 -0.8
C 2.522228 -1.598933 -6.822805 1.1 -0.3 1.2
C 1.916517 -2.945730 -6.344027 -1.2 0.6 -1.3
C 1.010465 -3.402962 -7.515627 -0.7 -0.1 -0.2
H 6.945235 -1.079935 -1.707221 0.0 -0.3 -0.3
H 5.917128 0.156553 -2.335759 -1.1 -0.4 0.2
H 7.046299 -0.398845 -3.370969 0.7 -0.4 0.1
H 4.772935 -2.184012 -2.521171 -0.1 -0.5 0.0
H 6.083816 -2.851796 -3.512286 0.4 0.3 0.5
H 4.817591 -2.436089 -5.260484 -0.2 0.2 -0.1
H 5.246199 -0.701458 -5.064853 0.9 -0.3 -0.3
H 3.268345 -0.219901 -3.698393 0.2 0.1 -0.1
H 2.683709 -1.833621 -4.103221 -0.1 0.1 0.3
H 4.173724 0.276588 -7.031773 -0.2 0.2 -0.5
H 4.030434 1.209339 -5.627131 -0.5 0.1 0.4
H 2.005175 1.216227 -7.915714 -0.1 0.0 -0.1
H 2.949717 2.540957 -7.322221 -0.7 0.5 0.6
H 0.297793 1.911643 -6.001090 0.3 0.3 -0.3
H 1.797608 2.164093 -5.047976 -0.5 0.5 0.1
H 0.637576 -0.527316 -5.775292 -0.7 0.5 0.2
H 1.269863 0.113248 -4.227725 -0.2 0.0 -0.2
H 3.539401 -1.812563 -7.151179 0.0 0.3 -0.1
H 1.992696 -1.139280 -7.657316 -0.2 0.0 0.2
H 1.268912 -2.721547 -5.496408 0.1 -0.4 0.2
H 2.654742 -3.718421 -6.129411 0.1 0.4 0.3
H 0.306247 -4.225952 -7.393704 0.3 -0.3 0.9
H 1.524708 -3.698373 -8.430162 0.4 0.4 0.0
H 0.324269 -2.584717 -7.734078 0.1 0.2 -0.3
C -5.023394 -0.887662 4.450482 0.4 -1.7 0.0
C -4.796591 -2.445614 4.837634 -1.8 3.5 0.3
O -4.797227 -2.827485 5.947013 0.3 -0.9 -0.6
N -4.578895 -3.375139 3.634976 0.2 -1.5 1.8
H -5.238865 -3.229031 2.884510 -0.2 0.4 -0.1
H -3.669910 -3.068373 3.319136 0.9 -0.2 -0.7
C -4.609650 -4.887637 4.047058 -0.5 0.5 -0.8
H -5.745979 -0.711035 3.653751 0.4 -0.5 -0.5
H -4.021545 -0.545687 4.190793 -0.1 0.3 -0.3
H -5.431643 -0.263201 5.245150 0.4 -0.7 0.6
H -4.138840 -5.050054 5.016622 0.2 0.2 -0.4
H -4.195030 -5.460360 3.217489 0.5 0.2 0.3
H -5.658223 -5.183412 4.080307 0.0 0.3 0.3
C -5.010046 -7.997755 -2.561638 0.2 1.1 0.6
C -4.632588 -6.475875 -2.459726 0.3 -1.9 -0.5
N -4.538131 -5.770394 -3.785320 -1.8 1.1 0.8
C -3.853738 -4.475089 -3.386576 1.5 -0.6 -1.8
C -3.820193 -6.558612 -4.869569 1.3 -0.4 1.2
C -2.483721 -7.221481 -4.367664 0.1 -0.2 -1.1
C -5.984768 -5.450224 -4.171619 -1.2 -0.6 1.1
C -6.299350 -4.901780 -5.508923 0.5 0.3 -2.0
O -5.555776 -3.741305 -5.701281 0.9 1.0 -0.4
C -5.561178 -3.066593 -6.976029 0.2 -0.7 0.1
H -5.978580 -8.214039 -3.012479 -0.1 0.2 0.2
H -5.004483 -8.330555 -1.523700 -0.3 -0.2 0.0
H -4.271505 -8.618041 -3.069481 0.1 0.4 0.0
H -3.644119 -6.371096 -2.012475 0.0 -0.3 0.0
H -5.282950 -5.849671 -1.848995 -0.3 -0.4 -0.1
H -4.127915 -3.979844 -2.455095 -0.8 -0.5 -0.2
H -3.954634 -3.862496 -4.282485 0.3 0.4 0.5
H -2.836349 -4.830926 -3.224112 0.3 0.6 -0.2
H -3.552595 -5.887649 -5.685851 -0.4 0.1 0.1
H -4.496665 -7.337690 -5.221006 -0.2 0.3 0.1
H -2.296178 -7.436743 -3.315719 -0.4 0.5 0.0
H -1.610509 -6.726775 -4.792935 -0.1 0.5 0.4
H -2.390915 -8.198532 -4.841861 -0.4 -0.2 0.0
H -6.407382 -4.830203 -3.381003 0.5 0.3 0.0
H -6.590214 -6.352876 -4.089496 0.4 -0.4 0.0
H -7.337006 -4.679998 -5.758307 -0.5 -0.3 1.0
H -6.076731 -5.659263 -6.260419 0.5 -0.2 -0.3
H -5.880480 -3.692665 -7.809189 -0.5 -0.2 0.2
H -4.525904 -2.860956 -7.248115 0.0 0.4 0.4
H -6.162563 -2.159286 -6.919134 0.1 -0.1 0.0
C -3.025303 4.028778 -0.746463 1.0 -0.5 0.8
C -4.171409 3.154120 -0.334889 -1.3 1.2 -0.3
N -5.519514 3.421282 -1.076792 0.3 0.7 -1.1
C -5.872513 4.922068 -0.935346 0.6 -1.0 1.1
C -5.297622 3.351176 -2.640168 0.4 -2.9 1.0
C -4.839416 1.872545 -2.992386 -1.3 0.1 -0.1
C -6.538003 2.436428 -0.388867 -1.2 0.6 -2.8
C -7.985303 2.279519 -1.068296 1.0 1.1 -0.4
O -8.628217 3.522415 -1.323956 0.6 0.2 0.4
C -9.966653 3.297477 -1.766661 -0.3 -0.4 1.0
H -2.211050 3.550150 -0.202392 0.4 0.0 0.1
H -3.070894 5.001136 -0.256002 -0.1 0.3 -0.8
H -2.663135 3.986141 -1.773645 -0.4 0.4 0.0
H -4.467697 3.515305 0.649931 0.4 -0.8 0.4
H -3.898324 2.099908 -0.381446 -0.5 0.1 0.1
H -6.919917 5.162666 -1.117437 0.2 -0.5 -0.5
H -5.144831 5.378250 -1.606527 -0.5 0.5 0.3
H -5.687336 5.190283 0.104780 0.2 0.2 0.0
H -4.424710 3.919499 -2.961311 -0.3 0.6 0.7
H -6.201714 3.830463 -3.015694 0.0 -0.8 -0.6
H -4.885042 1.598207 -4.046313 0.3 0.7 -0.2
H -5.480857 1.085036 -2.596804 -0.3 0.2 0.4
H -3.843817 1.635155 -2.617515 0.1 0.4 -0.1
H -6.540852 2.768116 0.649425 -0.2 -0.4 -0.1
H -6.151060 1.444183 -0.620919 0.5 0.1 0.9
H -8.568367 1.539037 -0.520735 -0.2 0.5 1.0
H -7.951970 1.740251 -2.014958 0.9 0.1 -0.5
H -10.644497 4.150348 -1.801753 0.9 0.7 -0.1
H -10.373217 2.741803 -0.921656 -0.7 -0.8 -0.6
H -9.969190 2.823759 -2.748330 -0.2 -0.4 0.2
C -0.143840 7.950467 3.280068 0.0 -0.6 0.6
C -0.404594 7.364307 4.701387 1.0 -0.1 0.2
N 0.792431 6.631652 5.393655 1.9 0.4 0.1
C 2.124036 7.360562 5.023038 -1.2 -0.5 -0.3
C 0.683444 6.764022 6.921867 -0.8 -0.4 -0.7
C -0.532173 5.987861 7.407247 0.8 -0.2 0.7
C 0.983185 5.142018 4.921443 0.0 -0.7 0.1
C 2.049086 4.107389 5.573038 -1.1 2.3 0.7
O 1.857959 3.970354 7.013340 0.9 -0.4 -2.1
C 2.944770 3.196063 7.611240 -0.9 0.3 1.0
H -1.144713 8.140122 2.892296 0.2 0.0 -0.4
H 0.433207 7.282760 2.640308 -0.6 -0.5 -0.1
H 0.449817 8.858202 3.171947 -0.3 0.2 0.8
H -1.244006 6.669676 4.732442 0.2 -0.2 -0.4
H -0.706204 8.135801 5.409859 0.3 0.2 -0.1
H 2.119328 7.445746 3.936382 0.4 0.0 0.2
H 2.968907 6.763987 5.367117 -0.2 0.1 0.0
H 2.121901 8.348491 5.483588 -0.1 -0.1 0.0
H 0.505805 7.806390 7.186471 0.1 0.2 -0.5
H 1.661186 6.537204 7.346939 -0.3 -0.7 -0.1
H -0.503394 6.081949 8.492790 -0.5 0.2 0.1
H -0.490740 4.909535 7.253671 0.1 0.1 -0.4
H -1.440484 6.422131 6.989527 -0.1 -0.1 0.3
H 1.246275 5.234234 3.867699 0.3 0.1 0.0
H 0.024934 4.624250 4.879441 -0.3 0.5 0.5
H 3.030241 4.498956 5.304538 0.3 -0.1 0.4
H 1.918357 3.192393 4.995290 -0.2 -0.2 0.2
H 3.898616 3.303928 7.094858 -0.2 0.0 0.0
H 2.685173 2.154413 7.800126 -0.1 -0.2 -0.9
H 2.984055 3.547574 8.642247 0.5 0.5 -0.1
C 5.876868 4.788699 -0.281306 1.9 4.3 4.8
O 7.258191 5.068068 -0.514362 -0.8 0.5 -1.4
O 5.613681 5.771512 0.746974 -1.3 -2.6 -2.9
C 5.014591 4.831877 -1.582723 0.0 2.3 3.1
F 4.045658 5.846239 -1.431002 0.9 -1.5 -1.1
F 5.595090 4.997650 -2.760641 0.2 0.3 -0.5
F 4.411639 3.670824 -1.581322 -1.9 -1.7 -1.1
C 8.022693 4.075636 -1.062036 1.3 -0.5 -0.3
C 9.229228 4.767962 -1.623124 0.4 0.2 -0.4
H 9.616112 4.188357 -2.461270 0.7 -0.2 0.3
H 8.834973 5.670019 -2.091050 0.2 0.3 0.2
H 9.966250 5.010507 -0.857567 0.1 0.1 -0.3
H 7.695799 3.541365 -1.954115 -1.3 -0.3 0.0
H 8.288580 3.348888 -0.294414 0.1 -0.4 0.1
H 5.917981 3.805631 0.187721 -0.9 -0.8 -0.5
C 1.565943 -7.020867 4.577243 1.1 -2.9 3.6
O 0.791860 -6.147800 5.399399 0.0 3.9 -0.8
O 1.980132 -8.049893 5.431751 -1.4 1.7 -3.1
C 0.617154 -7.368406 3.407400 -1.2 -1.9 1.0
F 0.210376 -6.363975 2.612017 0.4 1.0 -0.5
F 1.146047 -8.301546 2.648078 1.1 -0.5 -1.4
F -0.598219 -7.959217 3.746270 0.2 0.5 0.8
C 0.935588 -4.680678 5.137063 -1.1 -0.8 0.3
C 0.133483 -4.035528 6.262848 0.8 -0.7 -0.2
H 0.224077 -2.949322 6.256482 0.0 0.0 0.1
H -0.905562 -4.348747 6.161042 -0.1 0.1 0.2
H 0.570656 -4.497420 7.148076 -0.4 0.4 0.4
H 0.516311 -4.288025 4.210701 -0.4 -0.8 -0.6
H 1.938871 -4.258915 5.076935 0.5 -0.8 0.6
H 2.464330 -6.553374 4.174192 0.0 0.8 -0.6
C 8.623852 -0.929187 6.759857 2.6 -4.8 -0.4
O 7.649799 -1.185829 5.764755 -1.0 0.4 -0.5
O 9.434241 -2.098342 6.930172 -1.3 4.2 -0.5
C 9.346374 0.507993 6.482315 0.4 -0.6 1.3
F 9.538035 0.967890 5.228484 -0.6 -0.4 -0.4
F 8.605026 1.456401 7.124977 -0.3 0.3 -0.2
F 10.580783 0.632658 7.031569 -0.3 -0.5 0.2
C 7.913203 -1.489589 4.412439 -0.3 1.7 0.4
C 6.520881 -1.783222 3.854907 0.5 -0.4 -0.6
H 6.506498 -1.515791 2.798324 -0.1 -0.3 -0.3
H 6.259442 -2.832599 3.991113 -0.1 0.0 -0.1
H 5.738228 -1.179323 4.314107 0.3 0.1 0.3
H 8.717890 -2.189586 4.187561 -0.4 -0.7 0.5
H 8.285136 -0.560348 3.980844 0.0 0.2 -0.5
H 7.910780 -0.844280 7.579869 0.4 1.0 0.7
```
Positions in Å, forces in eV/Å.

Values from the calculation:
Kohn-Sham gap = 0.462 eV
Lowest unoccupied orbital energy = -3.988 eV
DFT total energy = -4123.3751 Ha
Charge = +1
F_max = 6.73 eV Å⁻¹

Atom charges from the Mulliken analysis, given in e for atoms 1 to 6: -0.822 0.521 -0.707 -0.689 0.264 0.210


- Which value of DFT total energy does entry 2 give?
  -193.8372 Ha